(1)
Entry from the OMol25 dataset: C8H15N3O3S in the gas phase in a non-equilibrium geometry (ωB97M-V/def2-TZVPD).

XYZ file:
```
30
Properties=species:S:1:pos:R:3:forces:R:3:nbo_charge:R:1
C 0.65233 -1.72447 0.20145 1.0593 -1.0416 -0.2114 -0.14
C -1.78357 -1.61073 0.73368 0.4680 -0.5750 -1.2397 0.14
C 0.59939 -0.42773 0.00634 -2.2545 0.3004 0.7941 -0.39
C -0.62305 -2.50351 0.38502 0.3015 -1.3858 1.3143 -0.52
C -0.80478 0.43304 0.27606 1.1718 -2.3351 -4.3267 0.27
C -0.05295 0.49008 2.63956 -1.6118 -0.3745 -0.6591 -0.44
C -1.07665 1.25985 -0.98579 0.5758 -1.2297 -0.5841 -0.44
C -1.22999 0.55005 -2.37870 1.4925 -1.9872 3.6892 -0.06
N -1.92611 -0.38157 0.54703 -0.6419 -0.8437 0.4482 -0.38
N 3.38385 -0.01792 -0.05908 -1.1728 -1.1315 2.3419 -1.07
N -0.63443 1.16334 1.38068 3.6275 3.4760 4.9170 -0.64
O 1.86912 0.74539 -1.81042 0.1805 -0.2675 0.7597 -0.94
O 1.73514 1.84705 0.37240 0.3308 0.0479 0.4450 -0.96
O -1.10975 1.52544 -3.31837 -0.4080 0.5986 -1.7827 -0.70
S 1.87794 0.62041 -0.36564 1.9539 1.3791 -1.8638 2.30
H 1.65361 -2.21029 0.31912 -1.0110 0.1418 -0.4031 0.23
H -2.59472 -2.16211 1.11982 -1.3347 -0.5260 0.3286 0.17
H -0.94457 -3.25660 -0.45661 0.8607 1.5047 1.4361 0.26
H -0.47822 -3.12006 1.34686 -0.1598 0.3465 -1.4718 0.23
H 1.06040 0.50940 2.72012 -0.7797 -0.0706 -0.3733 0.18
H -0.48555 1.09945 3.43520 0.2900 -0.3117 0.2176 0.22
H -0.44990 -0.55734 2.73579 0.5156 0.9696 0.0287 0.19
H -0.25970 1.93361 -1.12252 0.2946 0.7451 -0.0434 0.23
H -1.98300 1.75770 -0.89423 -1.5846 1.3915 0.8347 0.21
H -0.29210 -0.05889 -2.40843 -1.0169 -0.0189 -0.6752 0.19
H -2.14769 -0.11091 -2.30891 0.7958 0.7732 -0.8242 0.16
H 3.93724 0.30507 -0.78540 1.3671 0.4735 -1.8121 0.41
H 3.86317 0.10686 0.85190 -1.0407 0.1268 -0.7319 0.41
H 0.19048 1.82070 1.25641 -2.0333 -0.3960 -0.5050 0.42
H -1.94593 1.97469 -3.43332 -0.2358 0.2201 -0.0477 0.47
```
Forces are in eV/Å.

Results
Multiplicity: 1
Relative energy (zero: lowest compared OMol25 entry of this formula, charge and spin) in kJ/mol: 349.15
Orbital gap in eV: 9.32
HOMO energy in eV: -8.986
Calculated total energy in eV: -29983.644
LUMO level in eV: 0.34
SMILES: CN[C@]1(CCO)N=CCC=C1S(N)(=O)=O
Maximum force in Eh/bohr: 0.1367

(2)
Entry from the OMol25 dataset: a molecular structure, C28H28Cl9N6O4V in a non-equilibrium geometry (ωB97M-V/def2-TZVPD).

XYZ file:
```
76
Properties=species:S:1:pos:R:3:forces:R:3:mulliken_spin:R:1
O -3.86955 -0.25250 4.16590 0.1676 4.8685 -1.0965 -0.31
V -3.79992 1.30344 3.79843 0.2818 -4.9122 0.6598 1.26
N 0.31436 0.54960 0.79559 -1.2460 -1.9508 -0.7178 0.00
O -0.58276 0.85032 1.57556 -2.2329 1.2975 1.7146 0.03
O 0.01882 0.05616 -0.26634 -0.4770 0.0169 -1.4874 0.01
O 1.41747 0.59770 1.19819 3.5033 0.7665 0.9076 0.02
N 7.16130 4.70300 3.17387 -0.8170 -2.3990 -0.5289 0.00
C 8.49014 4.74978 3.32182 -0.4999 -0.9205 -1.6613 0.00
C 9.30678 3.67936 2.89947 -0.6804 -1.0063 0.5811 0.00
C 8.69934 2.47152 2.51736 0.1543 0.2106 -0.1959 0.00
C 7.32438 2.34880 2.38439 -0.4088 2.0602 0.4287 0.00
C 6.59241 3.50465 2.69804 1.4737 1.2948 1.1401 0.00
H 8.88246 5.71153 3.61767 0.2089 -0.0417 0.2535 0.00
H 10.38501 3.66467 2.95951 0.0504 0.4336 0.1098 0.00
H 9.25273 1.57266 2.28887 0.5841 0.1979 -0.0286 0.00
H 6.83917 1.45786 2.01400 0.0254 -0.0718 0.1351 0.00
H 5.51260 3.48456 2.69591 -0.1108 0.2272 -0.2378 0.00
N -4.53684 -6.03881 -2.59056 0.4289 1.6184 0.6147 0.00
C -5.03690 -6.93677 -3.40130 1.0195 -0.4675 -1.4625 0.00
C -4.43593 -7.19646 -4.65039 0.9234 1.0011 0.4165 0.00
C -3.29273 -6.42746 -5.00388 -0.6244 -1.6139 0.2480 0.00
C -2.74010 -5.52775 -4.11343 -0.8761 0.7928 0.6551 0.00
C -3.45615 -5.29488 -2.94324 -1.0534 -1.4017 0.2078 0.00
H -5.89983 -7.48703 -3.05638 -0.0963 -0.1252 0.0072 0.00
H -4.76792 -8.00700 -5.28221 -0.1873 0.1576 -0.1456 0.00
H -2.76909 -6.65542 -5.92052 -0.0737 0.0382 -0.1813 0.00
H -1.85018 -4.94642 -4.30444 0.0529 -0.0790 -0.2600 0.00
H -3.22534 -4.54890 -2.19716 0.4931 0.1077 -0.1056 0.00
N -1.26705 2.73791 6.86847 0.6519 0.4539 2.3801 0.00
C -0.03828 3.24285 6.55729 -1.6978 -0.4827 -0.1277 0.00
C 0.93309 3.55420 7.47519 0.8890 0.1741 0.2746 0.00
C 0.74631 3.32216 8.81547 -0.5704 -0.3680 0.5447 0.00
C -0.46890 2.76351 9.21357 -0.2388 1.6072 -0.8108 0.00
C -1.45916 2.60401 8.25009 1.1562 -1.0105 -1.3154 0.00
H 0.15152 3.45595 5.51567 -0.0815 -0.1571 -0.1861 0.00
H 1.87105 3.99011 7.16439 -0.0211 0.0278 -0.2833 0.00
H 1.49468 3.60063 9.54266 0.1181 -0.0790 -0.0043 0.00
H -0.79658 2.73683 10.24231 0.3431 -0.4376 0.1483 0.00
H -2.33380 2.17078 8.71238 -0.8134 0.1278 -0.9995 0.00
N -6.27745 1.18808 0.37197 -1.4149 -1.4395 -2.4587 0.00
C -7.45029 1.83255 0.04734 1.4690 -1.0447 -0.0838 0.00
C -8.17547 1.57285 -1.12802 0.1101 0.8049 1.5722 0.00
C -7.75535 0.61505 -1.99192 0.1469 -0.3525 -1.3462 0.00
C -6.59620 -0.10796 -1.75883 0.1662 0.4487 1.7371 0.00
C -5.93154 0.17920 -0.55937 -0.3186 1.5900 0.8770 0.00
H -7.80436 2.56287 0.75984 0.0542 0.1550 0.0156 0.00
H -9.07566 2.12980 -1.34217 -0.0232 0.0768 0.1216 0.00
H -8.33012 0.50319 -2.89940 0.0366 -0.3455 -0.1356 0.00
H -6.22688 -0.89831 -2.39549 -0.0565 0.0811 -0.0885 0.00
H -5.03915 -0.38244 -0.32575 0.1254 0.0578 0.1709 0.00
N -2.84648 -0.62920 -7.21367 1.7351 -0.5545 0.8906 0.00
C -1.79358 -0.27318 -6.38225 -0.1233 -1.0371 -1.9810 0.00
C -0.45399 -0.66918 -6.61749 -1.7425 -1.3984 -0.2639 0.00
C -0.27619 -1.67616 -7.59153 0.1370 1.2813 -0.2697 0.00
C -1.32125 -2.04768 -8.43103 -0.1622 -0.0312 0.4278 0.00
C -2.58681 -1.51528 -8.21698 0.2004 0.9262 1.9085 0.00
H -2.03027 0.24232 -5.46321 -0.2527 0.5084 -0.2275 0.00
H 0.34731 -0.39423 -5.94762 -0.0102 0.1157 -0.0057 0.00
H 0.70486 -2.09669 -7.75614 0.1054 -0.0678 0.0516 0.00
H -1.19255 -2.79722 -9.19787 0.1245 -0.0681 0.0009 0.00
H -3.46660 -1.92473 -8.69102 -0.0074 0.3149 -0.5060 0.00
C 3.20183 4.51110 -2.16520 -0.0694 0.8547 -0.3927 0.00
Cl 1.97790 4.63846 -3.49288 0.6387 -0.4301 0.6957 0.00
Cl 3.07376 5.95978 -1.15863 -0.0904 0.0701 0.1649 0.00
Cl 4.85309 4.44845 -2.82805 -0.6050 -0.3877 0.1642 0.00
H 2.98580 3.68236 -1.49094 0.1307 -0.1259 -0.6231 0.00
C 3.70402 -3.59143 -2.42094 0.1477 0.2292 -0.2648 0.00
Cl 4.59031 -2.18988 -3.08019 -0.5937 -0.0557 -0.0411 0.00
Cl 4.59834 -4.19870 -1.08251 0.4870 -0.3155 1.2879 0.00
Cl 3.58433 -4.87458 -3.59776 -0.3192 -0.1794 -0.6721 0.00
H 2.70150 -3.34149 -2.07370 0.2659 0.3350 -0.3072 0.00
C 3.94830 -1.08627 5.80167 0.4169 -0.5359 0.7564 0.00
Cl 4.44364 -1.03843 7.55317 0.1420 0.1784 -1.0987 0.00
Cl 2.22059 -1.30498 5.79307 -0.6318 0.0534 -0.2933 0.00
Cl 4.74045 -2.43922 4.95132 -0.0926 0.5425 0.2821 0.00
H 4.18791 -0.15407 5.29011 0.1557 -0.2104 0.3436 0.00
```
Forces are in eV/Å.

Results
Multiplicity: 2
Charge: +1
Relative energy (zero: lowest compared OMol25 entry of this formula, charge and spin) in kJ/mol: 1191.17
Orbital gap (alpha / beta) in eV: 1.70 / 1.98
HOMO energy (alpha / beta) in eV: -10.845 / -10.845
Calculated total energy in eV: -184988.037
LUMO level (alpha / beta) in eV: -9.15 / -8.86
Maximum force in Eh/bohr: 0.0971

(3)
Entry from the OMol25 dataset: a molecular structure, C6H13NO in a non-equilibrium geometry (ωB97M-V/def2-TZVPD).

XYZ file:
```
21
Properties=species:S:1:pos:R:3:forces:R:3:nbo_charge:R:1
C 0.54256 -2.34520 0.52585 0.0779 0.0917 -0.1929 -0.66
C -0.17980 -1.18706 -0.10131 1.1916 0.9228 -0.3030 0.53
C -0.62211 -0.04335 0.77141 0.8765 0.7301 -0.6397 -0.51
O 1.17043 -0.05061 -0.76602 -0.3564 -2.1635 -0.9731 -0.87
H 1.96095 0.09281 -0.22879 -0.1583 -0.3900 0.1677 0.47
H 1.03181 -2.95520 -0.23507 -0.0078 0.0130 0.0490 0.22
H -0.17985 -2.96844 1.06331 0.0230 0.1000 -0.0495 0.23
H 1.29131 -1.98689 1.22942 -0.0329 -0.0210 -0.0412 0.23
H -0.29402 -0.21554 1.79354 -0.1832 0.0088 0.0805 0.23
H -1.70201 0.09544 0.71419 -0.0431 0.0121 0.2287 0.22
C -0.60741 1.91408 -0.91618 0.3175 -0.3388 -0.1935 -0.64
C 0.12430 1.21880 0.21145 -1.8840 1.3019 2.3993 0.18
N -1.01618 -1.51302 -1.12841 0.5129 0.1731 -0.0729 -0.79
C 0.83212 1.98706 1.10154 -0.5652 -0.5483 -0.6022 -0.64
H -0.65929 -2.17640 -1.80277 -0.0315 0.0334 0.0870 0.39
H -1.52088 -0.75049 -1.55765 0.0316 -0.0331 0.0971 0.39
H -1.61389 2.20140 -0.60662 0.0323 0.0623 0.1084 0.21
H -0.05852 2.79997 -1.23168 -0.0443 0.0356 0.0051 0.22
H -0.69957 1.26395 -1.78830 0.0357 0.0507 -0.0497 0.20
H 1.20801 1.57931 2.02950 -0.1032 -0.0493 0.1279 0.18
H 0.99204 3.03936 0.92260 0.3106 0.0086 -0.2331 0.20
```
Forces are in eV/Å.

Results
Multiplicity: 1
Relative energy (zero: lowest compared OMol25 entry of this formula, charge and spin) in kJ/mol: 328.45
Orbital gap in eV: 7.82
HOMO energy in eV: -7.050
Calculated total energy in eV: -9967.770
LUMO level in eV: 0.77
Maximum force in Eh/bohr: 0.0645